C9H14 | wB97M-V/def2-TZVPD

For the energy above the lowest of the compared OMol25 structures with the same formula, charge and spin, the calculation gives 22.4 kcal per mole. The calculation puts the total energy at -9559.2089 eV. The total charge is 0. As for the spin multiplicity: 1. For the frontier orbital gap, the calculation gives 9.82 eV. Its SMILES is Cc1ccccc1.CC.

CARTESIAN COORDINATES (ANGSTROEM)
1 C 1.649 1.192 2.733
2 C 0.515 1.194 3.767
3 H 2.520 1.800 2.939
4 H 1.968 0.149 2.644
5 H 1.149 1.364 1.781
6 H -0.425 1.501 3.302
7 H 0.604 1.817 4.652
8 H 0.262 0.231 4.218
9 C -2.027 -1.831 -0.668
10 C 1.002 0.274 -2.744
11 C 0.843 0.556 -1.375
12 C 0.053 -0.428 -3.443
13 C -0.223 -0.072 -0.752
14 C -1.084 -0.949 -2.813
15 C -1.128 -0.889 -1.433
16 H 1.820 0.811 -3.208
17 H 1.538 1.043 -0.732
18 H 0.124 -0.412 -4.525
19 H -0.419 0.126 0.299
20 H -1.764 -1.567 -3.385
21 H -1.577 -2.246 0.226
22 H -2.638 -2.540 -1.215
23 H -2.761 -1.124 -0.272

C3H8N2O | wB97M-V/def2-TZVPD

For the energy above the lowest of the compared OMol25 structures with the same formula, charge and spin, the calculation gives 75.7 kcal per mole. The calculation puts the total energy at -8266.0426 eV. The total charge is 0. As for the spin multiplicity: 1. For the frontier orbital gap, the calculation gives 9.43 eV. Its SMILES is NC#CN.CO.

CARTESIAN COORDINATES (ANGSTROEM)
1 C -2.143 -0.593 0.566
2 C 1.155 0.915 -0.108
3 N 0.475 2.060 0.106
4 N 2.227 -1.394 -0.343
5 C 1.669 -0.165 -0.248
6 O -1.695 -0.007 -0.631
7 H -0.509 1.991 -0.134
8 H 0.912 2.878 -0.299
9 H 2.694 -1.559 -1.227
10 H 2.821 -1.633 0.442
11 H -0.773 -0.269 -0.766
12 H -1.524 -0.290 1.416
13 H -2.146 -1.686 0.501
14 H -3.163 -0.246 0.724

C4H7N2S | wB97M-V/def2-TZVPD

For the energy above the lowest of the compared OMol25 structures with the same formula, charge and spin, the calculation gives 133.7 kcal per mole. The calculation puts the total energy at -18064.5957 eV. The total charge is +1. As for the spin multiplicity: 1. For the frontier orbital gap (alpha / beta), the calculation gives 6.81 / 6.46 eV.

CARTESIAN COORDINATES (ANGSTROEM)
1 C -2.881 0.833 0.679
2 C 1.225 -0.560 -1.587
3 C -0.745 -0.552 -0.299
4 C 1.246 0.199 0.754
5 N -1.691 1.027 0.969
6 N 0.610 -0.364 -0.422
7 S -1.904 -1.536 -0.636
8 H -3.635 1.333 1.268
9 H -3.409 0.069 0.133
10 H 2.377 -0.401 -1.644
11 H 0.611 -0.901 -2.437
12 H 2.303 -0.008 0.636
13 H 0.769 -0.209 1.611
14 H 0.969 1.174 0.784